{
  "formula": "C19H29Br6N2O",
  "method": "the ωB97M-V functional and the def2-TZVPD basis",
  "total_charge": 1,
  "e_homo_ha": -0.42518,
  "lumo_ev": -3.87,
  "total_energy_ha": -16369.978860,
  "symbols": ["Br", "Br", "Br", "Br", "Br", "Br", "O", "N", "N", "C", "C", "C", "C", "C", "C", "C", "C", "C", "C", "C", "C", "C", "C", "C", "C", "C", "C", "C", "H", "H", "H", "H", "H", "H", "H", "H", "H", "H", "H", "H", "H", "H", "H", "H", "H", "H", "H", "H", "H", "H", "H", "H", "H", "H", "H", "H", "H"],
  "positions_angstrom": [[0.493, 1.649, 5.652], [3.479, 4.077, 2.651], [-2.977, -1.307, 1.871], [1.316, 1.756, 0.808], [-5.174, -3.285, -0.287], [3.286, 3.773, 6.682], [2.459, -2.421, -0.974], [1.608, -1.554, -2.915], [-2.825, 0.144, -4.124], [1.395, 0.396, -4.326], [1.554, 2.066, -2.118], [0.107, -2.116, -0.932], [1.484, -2.050, -1.591], [-1.618, 0.348, -2.222], [1.550, 1.585, 7.287], [1.312, 1.774, -4.493], [-3.781, -3.884, 0.931], [1.564, -0.134, -3.058], [-2.159, 1.000, -3.438], [1.668, 0.689, -1.946], [-1.134, -2.207, -1.836], [1.378, 2.598, -3.385], [1.896, 2.966, 7.773], [-2.777, -1.199, -3.493], [-1.386, -1.070, -2.799], [2.884, 1.380, 1.917], [2.932, 2.273, 3.125], [-3.735, -3.068, 2.196], [2.294, 2.922, 8.784], [-2.025, 2.031, -3.745], [-3.312, 0.360, -4.984], [3.745, 1.496, 1.267], [1.970, 2.348, 3.622], [-3.569, -1.294, -2.748], [0.132, -3.024, -0.330], [1.588, 2.779, -1.308], [1.342, -0.266, -5.181], [2.789, 0.338, 2.215], [1.185, 2.198, -5.480], [-2.017, -2.207, -1.191], [-2.487, 0.295, -1.545], [-4.005, -4.923, 1.155], [1.045, 3.639, 7.744], [-2.849, -3.826, 0.378], [0.936, 1.060, 8.014], [-2.762, -1.978, -4.248], [1.290, 3.669, -3.515], [-3.085, -3.547, 2.924], [1.817, 0.260, -0.967], [2.433, 0.996, 7.063], [-4.713, -2.903, 2.635], [-1.157, -3.152, -2.382], [0.028, -1.286, -0.225], [3.676, 1.914, 3.833], [-0.716, -1.000, -3.651], [-0.802, 0.874, -1.744], [2.433, -1.956, -3.345]],
  "forces_ev_per_a": [[-0.14, -0.12, 0.14], [-0.06, -0.02, 0.00], [0.05, 0.07, -0.02], [-0.19, 0.18, 1.82], [0.08, 0.06, -0.04], [-0.05, 0.02, -0.03], [-0.56, -0.15, -0.45], [-0.11, -0.20, 0.16], [-0.10, 0.16, 0.08], [-0.05, 0.32, -0.38], [-0.03, 0.36, -0.59], [-0.13, -0.08, -0.56], [0.64, -0.09, 0.61], [0.14, 0.01, -0.22], [-0.11, -0.03, -0.01], [-0.06, -0.36, -0.12], [-0.11, -0.06, -0.01], [0.02, -0.37, 0.06], [0.00, 0.01, 0.11], [0.03, 0.17, -0.45], [-0.02, 0.43, 0.26], [-0.14, 0.20, -0.13], [0.16, 0.04, -0.01], [1.16, -0.05, -0.14], [-1.39, 0.01, -0.25], [-0.08, -0.17, 0.11], [0.07, 0.21, -0.09], [0.09, 0.05, -0.05], [0.01, -0.03, 0.00], [-0.18, -0.01, -0.04], [-0.05, 0.01, -0.02], [0.01, 0.03, 0.00], [0.19, 0.02, -0.08], [-0.22, -0.13, -0.20], [0.11, 0.09, 0.13], [0.19, -0.28, -0.09], [-0.03, -0.04, 0.00], [-0.05, 0.01, 0.01], [0.05, -0.03, -0.06], [0.04, -0.22, 0.25], [0.19, 0.03, 0.30], [-0.04, 0.01, 0.01], [-0.03, -0.01, 0.02], [0.05, -0.05, 0.05], [-0.03, 0.03, 0.01], [-0.44, -0.02, -0.03], [0.06, 0.04, 0.06], [0.03, 0.02, -0.01], [0.12, 0.00, -0.30], [0.02, 0.00, 0.02], [-0.04, -0.05, -0.04], [0.18, 0.02, -0.06], [-0.03, 0.08, -0.03], [0.00, -0.03, -0.01], [0.54, -0.14, 0.33], [0.10, -0.01, -0.07], [0.13, 0.08, 0.08]],
  "mulliken_charge": [-0.127, -0.127, -0.142, -0.177, -0.121, -0.123, -0.581, -0.064, 0.042, -0.179, -0.245, -0.171, -0.209, -0.024, -0.613, -0.677, -0.387, -0.152, -0.274, -0.278, -0.814, -0.969, -0.556, -0.807, 0.425, -0.574, -0.426, -0.554, 0.347, 0.519, 0.273, 0.438, -0.017, 0.386, 0.458, 0.486, 0.495, 0.439, 0.428, -0.041, 0.359, 0.396, 0.367, 0.116, 0.353, 0.442, 0.438, 0.352, 0.566, 0.378, 0.391, 0.409, 0.231, 0.434, 0.221, -0.106, 0.349]
}